No. 1
This record from the OMol25 dataset describes a structure of composition C26H37GeN4O2RhS. The level of theory is the ωB97M-V functional and the def2-TZVPD basis.

XYZ file:
```
72
C26H37GeN4O2RhS (the ωB97M-V functional and the def2-TZVPD basis)
Rh 0.3147 0.3617 0.1314
C 2.9889 0.7760 2.0071
C 1.5351 0.3706 2.0580
C 1.1745 -0.9941 1.8743
C 2.2414 -2.0618 1.7723
C -0.1924 -1.3575 1.8603
C -0.5924 -2.7643 1.4890
C -1.1683 -0.3748 2.1322
C -2.6367 -0.7132 2.0952
C -0.8036 0.9523 2.4722
C -1.8812 1.9557 2.7845
C 0.5404 1.3360 2.4119
C 0.9103 2.7613 2.7319
H 3.4164 0.8229 3.0126
H 3.1045 1.7548 1.5469
H 3.5753 0.0761 1.4184
H 2.5515 -2.2473 0.7418
H 1.8810 -3.0012 2.1854
H 3.1263 -1.7811 2.3405
H -0.7914 -3.3796 2.3715
H 0.1843 -3.2532 0.9058
H -1.4888 -2.7580 0.8732
H -3.1178 -0.2488 1.2293
H -3.1362 -0.3265 2.9836
H -2.8180 -1.7826 2.0552
H -2.2443 1.8401 3.8106
H -2.7316 1.8328 2.1147
H -1.5332 2.9748 2.6542
H 0.5170 3.4319 1.9642
H 1.9835 2.9086 2.8029
H 0.4761 3.0581 3.6872
N -1.1466 4.6160 -6.4781
C -1.3431 4.1321 -5.1889
C -2.6241 3.8013 -4.7431
C -2.8266 3.3627 -3.4472
C -1.7516 3.2614 -2.5782
C -0.4727 3.5939 -3.0072
C -0.2665 4.0245 -4.3037
S -1.9744 2.6820 -0.9280
O -3.3756 2.7550 -0.6113
O -1.0426 3.4068 -0.0947
N -1.4324 1.1615 -0.9243
C -1.9007 0.1780 -1.7425
N -2.9377 0.3708 -2.5718
C -3.2733 -0.6493 -3.3475
C -2.6255 -1.8731 -3.3198
C -1.5868 -1.9786 -2.4080
N -1.2137 -0.9808 -1.6226
H -1.8537 4.3653 -7.1493
H -0.2135 4.5159 -6.8421
H -3.4639 3.8932 -5.4224
H -3.8112 3.0917 -3.0940
H 0.3559 3.5248 -2.3133
H 0.7292 4.2945 -4.6370
H -4.1077 -0.4763 -4.0209
H -2.9135 -2.6925 -3.9609
H -1.0260 -2.9035 -2.3048
C 4.3749 -0.0265 -1.4624
Ge 2.6303 0.3889 -2.2583
C 2.8810 1.6720 -3.7175
C 1.8681 -1.2650 -2.9534
C 1.5109 1.1896 -0.8592
H 5.0651 -0.3417 -2.2457
H 4.2791 -0.8379 -0.7393
H 4.8019 0.8378 -0.9524
H 3.5785 1.2689 -4.4527
H 3.2803 2.6162 -3.3439
H 1.9293 1.8729 -4.2110
H 2.5847 -1.7383 -3.6271
H 0.9465 -1.0694 -3.5003
H 1.6405 -1.9487 -2.1349
H 1.6098 2.2729 -0.6578
```

Results
Kohn-Sham gap (spin up / spin down), eV: 6.8 / 6.8
E_tot, eV: -107975.62554
ΔE to the lowest compared entry with this formula, charge and spin, kcal per mole: 0.0

No. 2
This record from the OMol25 dataset describes a structure of composition C26H37N5O3SSi2Sr at a distorted geometry. The level of theory is the ωB97M-V functional and the def2-TZVPD basis.

XYZ file:
```
75
C26H37N5O3SSi2Sr (the ωB97M-V functional and the def2-TZVPD basis)
Sr 0.9547 -0.6683 -0.3315
N -0.2078 -1.1476 -3.1370
C 0.2983 -2.4391 -3.6332
C 1.4451 -3.0409 -2.8089
O 1.6915 -4.2512 -3.0091
N 2.0593 -2.1737 -2.0241
C 3.1244 -2.6965 -1.1747
C 3.2942 -2.3300 0.3604
O 3.7247 -3.2716 1.0445
O 3.0916 -1.1402 0.7557
H -0.7551 -0.6948 -3.8608
H 0.5723 -0.5060 -3.0025
H 0.6517 -2.3944 -4.6711
H -0.5157 -3.1674 -3.6098
H 4.0863 -2.3319 -1.5657
H 3.1360 -3.7848 -1.1972
N 0.5271 -1.9444 3.6678
C 0.9396 -0.6084 3.5657
C 1.5739 -0.0450 4.6802
C 1.9581 1.2766 4.6278
C 1.7022 2.0138 3.4791
C 1.0710 1.3715 2.4342
N 0.6960 0.0899 2.4680
C 0.2435 -2.8462 2.6450
C 0.3016 -4.2221 2.8979
C 0.0939 -5.1020 1.8507
C -0.1572 -4.6122 0.5707
C -0.2215 -3.2408 0.4563
N -0.0749 -2.3802 1.4524
H 0.8556 -2.3942 4.5044
H 1.7708 -0.6487 5.5591
H 2.4604 1.7273 5.4754
H 1.9926 3.0507 3.3859
H 0.8474 1.8968 1.5082
H 0.5621 -4.5834 3.8852
H 0.1707 -6.1678 2.0243
H -0.2447 -5.2480 -0.2971
H -0.3560 -2.7838 -0.5217
C -2.6474 1.7684 1.4381
Si -1.6569 1.3759 -0.1979
C -3.2019 1.2180 -1.3736
C -1.1088 3.2010 -0.6636
C -2.0744 4.2149 -0.5670
C -1.8105 5.5417 -0.8756
C -0.5353 5.8951 -1.3034
C 0.4363 4.9102 -1.4046
C 0.1923 3.5638 -1.0947
Si 1.6713 2.3043 -1.2830
C 2.2016 2.7149 -3.1039
C 3.0588 3.2925 -0.3492
H -3.5327 2.3944 1.2651
H -2.0096 2.2908 2.1616
H -2.9875 0.8433 1.9181
H -3.8216 2.1237 -1.3799
H -3.8362 0.3892 -1.0364
H -2.9032 1.0030 -2.4062
H -3.0772 3.9564 -0.2368
H -2.5899 6.2929 -0.7851
H -0.3030 6.9262 -1.5542
H 1.4294 5.1996 -1.7398
H 2.4905 3.7659 -3.2386
H 1.3763 2.5074 -3.7950
H 3.0497 2.0899 -3.4045
H 3.2649 4.2696 -0.8057
H 3.9893 2.7146 -0.3512
H 2.7868 3.4699 0.6983
C -3.4540 -2.4382 -1.6652
S -3.7901 -3.2019 -0.0618
C -3.5037 -1.7812 1.0132
H -4.2456 -1.7471 -1.9505
H -3.3950 -3.2438 -2.3969
H -2.5061 -1.8980 -1.6509
H -2.5883 -1.2574 0.7244
H -3.3959 -2.1508 2.0327
H -4.3363 -1.0799 0.9695
```

Results
Kohn-Sham gap, eV: 4.6
Charge: -2
E_tot, eV: -68585.14458
ΔE to the lowest compared entry with this formula, charge and spin, kcal per mole: 11.4

No. 3
This record from the OMol25 dataset describes a structure of composition C26H37N6O5RuS3 at a distorted geometry. The level of theory is the ωB97M-V functional and the def2-TZVPD basis.

XYZ file:
```
78
C26H37N6O5RuS3 (the ωB97M-V functional and the def2-TZVPD basis)
Ru -0.4498 -0.5508 -0.0310
C -0.9481 2.9921 1.8182
C -1.6867 1.7094 2.2174
N -0.8879 0.4963 2.2234
C -0.0357 0.2889 3.3857
C 1.3786 0.8304 3.1884
N 1.9050 0.3914 1.9106
C 3.2442 0.9038 1.6956
C 3.9385 0.3986 0.4192
C 3.0501 -0.3141 -0.6055
N 1.7717 0.3239 -0.8909
C 1.8491 1.6799 -1.3977
C 0.4353 2.2334 -1.6084
N -0.3881 2.0200 -0.4248
C 0.0851 2.8035 0.7124
H -0.4248 3.4080 2.6813
H -1.7043 3.7187 1.5112
H -2.5035 1.5360 1.5145
H -2.1410 1.8755 3.2065
H -1.5636 -0.2741 2.2015
H 0.0375 -0.7881 3.5460
H -0.4775 0.7488 4.2810
H 2.0023 0.4896 4.0340
H 1.3799 1.9251 3.2054
H 1.8757 -0.6260 1.8724
H 3.8969 0.6857 2.5589
H 3.1553 1.9963 1.6478
H 4.7227 -0.3093 0.6916
H 4.4344 1.2464 -0.0581
H 2.8177 -1.3262 -0.2656
H 3.6438 -0.4031 -1.5325
H 1.3072 -0.2637 -1.5816
H 2.3956 1.7349 -2.3547
H 2.3810 2.2931 -0.6692
H -0.0349 1.7156 -2.4462
H 0.5135 3.3071 -1.8558
H -1.3582 2.2485 -0.6348
H 0.4044 3.8035 0.3721
H 0.9388 2.2671 1.1178
C -7.3785 4.0863 1.3127
C -6.4533 2.9251 1.1021
C -5.3638 3.0382 0.2454
C -4.5234 1.9605 0.0273
C -4.7571 0.7533 0.6638
C -5.8338 0.6272 1.5196
C -6.6743 1.7082 1.7380
S -3.7286 -0.7050 0.3073
O -3.0314 -1.0143 1.5340
O -4.6211 -1.6986 -0.2060
N -2.6346 -0.1215 -0.7520
C -2.9842 -0.2306 -2.0579
C -4.3051 -0.1147 -2.4851
C -4.6576 -0.2286 -3.8259
C -3.7127 -0.4873 -4.7839
C -2.3681 -0.6499 -4.4045
C -1.3655 -0.9827 -5.3365
C -0.0873 -1.1849 -4.8976
C 0.1937 -1.0123 -3.5352
N -0.7027 -0.6416 -2.6489
C -1.9813 -0.4932 -3.0421
H -6.8319 5.0272 1.2971
H -7.9060 3.9959 2.2592
H -8.1171 4.1188 0.5107
H -5.1779 3.9735 -0.2648
H -3.6907 2.0436 -0.6553
H -6.0051 -0.3231 1.9976
H -7.5202 1.6014 2.4008
H -5.0734 0.0539 -1.7515
H -5.6973 -0.1199 -4.1009
H -3.9788 -0.5802 -5.8269
H -1.6336 -1.0899 -6.3780
H 0.7062 -1.4629 -5.5748
H 1.1983 -1.2098 -3.1851
O -0.1441 -4.5895 -0.4063
S -0.2495 -3.1626 -0.3487
O -1.5539 -2.6053 -0.6920
O 0.8386 -2.4525 -1.0594
S 0.0818 -2.4990 1.5671
```

Results
Kohn-Sham gap (spin up / spin down), eV: 6.0 / 6.7
Multiplicity: 2
E_tot, eV: -81825.56724